DFT (wB97M-V/def2-TZVPD) results for 7 unconnected molecules or ions with the total composition C41H92N4O7 in a non-equilibrium geometry.

Values from the calculation:
net charge	0
E	-2362.7661	hartree
LUMO	0.3878	eV
HOMO-LUMO gap	8.17	eV
energy relative to the best compared isomer or geometry (same formula, charge and spin)	0.0	kcal/mol
structure (SMILES)	CC1(C)CCCC(C)(C)N1O.CC1(C)CCCC(C)(C)N1O.CC1(C)CCCC(C)(C)N1O.CC1(C)CCCC(C)(C)N1O.CC(C)O.CO.CO

XYZ file:
```
144
Properties=species:S:1:pos:R:3:forces:R:3:mulliken_charge:R:1
O 22.39654 11.77444 15.63865 1.58 0.05 1.58 -0.556
O 15.02250 6.32842 9.68796 -0.10 -0.87 -0.21 -0.616
O 16.39022 11.81418 13.02427 0.92 -0.25 -2.29 0.624
O 10.68889 8.85299 17.58171 0.79 0.18 3.33 -0.517
O 15.61378 12.92199 10.56068 -0.11 1.11 0.36 -0.515
O 16.79759 8.06658 15.76525 -0.50 -0.01 -0.42 -0.350
O 14.01635 12.46710 16.73025 -0.30 0.47 0.45 -0.553
N 15.12058 13.11142 16.15963 0.78 -0.11 -1.56 1.230
N 15.17693 12.04244 9.60307 -0.14 -2.10 -1.67 1.204
N 21.46100 11.67093 14.67520 -3.40 -0.17 -2.07 0.903
N 10.42692 8.81602 16.28962 -0.96 -0.44 -5.90 0.354
C 16.78584 7.28541 8.40753 0.67 0.11 0.92 -1.271
C 16.35287 12.93794 16.90207 0.85 -0.51 0.19 1.578
C 11.37390 9.63396 15.47286 -0.45 0.74 1.09 2.270
C 13.33085 10.93171 8.43848 0.21 0.82 -2.87 -1.306
C 21.86548 9.15896 14.27217 0.35 -0.06 -0.47 -2.056
C 20.22270 10.01619 15.98658 0.83 0.25 0.53 -2.499
C 15.91414 10.53246 13.35565 -1.09 0.17 2.36 1.413
C 16.42881 7.84957 10.91304 -0.06 -0.29 -0.11 -0.732
C 11.11381 6.36439 16.23794 -0.57 0.11 -0.13 -1.404
C 14.27932 15.52512 16.48278 0.23 -0.25 0.24 -1.895
C 17.52836 13.51638 16.06120 -0.15 -0.35 0.81 0.228
C 16.03339 14.89904 14.77245 1.18 2.26 0.81 -1.406
C 14.08051 11.16087 7.02237 -0.52 -0.17 2.14 -0.844
C 11.07438 11.10634 15.76597 0.60 -0.28 0.88 -2.111
C 8.70290 7.07116 16.43446 1.44 0.79 -0.10 -1.901
C 23.00699 12.03434 12.79112 -0.20 1.19 -1.25 -1.668
C 9.84491 7.39237 14.25840 0.14 0.51 0.35 -1.430
C 21.72572 12.52884 13.49343 -1.18 -1.59 0.42 1.392
C 13.10124 13.36290 9.16267 0.70 0.24 -0.84 -1.754
C 12.85011 9.34411 15.78188 0.14 -0.65 -0.31 0.108
C 14.78813 14.37157 15.51482 0.28 1.65 -0.08 2.343
C 19.99701 10.92316 12.34078 0.24 0.77 0.57 -0.436
C 13.69764 11.94797 9.49402 0.49 1.29 0.54 1.974
C 13.11871 11.46470 10.82282 -0.21 0.43 0.08 -1.936
C 20.87586 10.27759 14.61268 -0.75 0.71 0.25 1.868
C 15.55917 11.04302 7.33812 -0.26 0.84 0.25 -0.541
C 16.04954 12.08656 8.39509 -0.10 0.61 -0.71 1.446
C 15.75552 7.53161 9.55659 0.76 -0.30 -0.56 1.783
C 11.09455 9.52817 13.99784 0.50 -0.48 -0.58 -1.229
C 13.74553 14.16884 14.42211 -1.09 -1.14 0.07 -2.502
C 10.94603 8.12804 13.50830 -0.30 -0.71 -0.73 -0.702
C 20.46593 12.35788 12.56349 0.43 0.15 -0.25 -0.780
C 16.39780 13.64765 18.27615 -0.34 -0.71 -0.16 -1.846
C 21.77210 14.04776 13.86163 1.73 -1.38 0.65 -1.814
C 16.08949 7.20193 14.86493 0.01 0.30 0.26 -0.333
C 17.44889 11.64107 8.77879 1.15 -0.44 0.82 -1.998
C 17.33251 14.96035 15.59434 0.22 -2.60 0.06 -1.161
C 16.15637 13.50412 7.65042 -0.55 -1.14 0.23 -1.800
C 19.64680 10.31235 13.66244 1.12 -0.60 -0.20 0.116
C 10.09585 7.44536 15.79847 -0.94 -0.97 -0.12 1.324
C 16.58191 11.39295 17.14073 -0.24 1.32 0.27 -1.817
H 16.08792 14.34882 8.33590 0.05 -0.10 -0.03 0.233
H 15.08076 8.27343 9.12937 -0.08 0.54 0.72 -0.805
H 17.05312 13.57550 7.03493 0.32 -0.10 0.39 0.477
H 22.78717 11.24575 12.07146 -0.13 -0.11 0.11 0.383
H 20.95208 10.13576 16.78771 0.21 -0.45 0.12 0.636
H 13.75791 15.18109 17.37601 -0.22 -0.52 -0.22 0.355
H 22.74117 9.05697 14.91315 -0.39 0.18 0.69 0.417
H 13.80394 12.13479 6.61852 0.05 0.04 -0.01 0.340
H 11.84984 7.52544 13.59842 0.31 0.11 0.21 0.212
H 16.31082 14.73090 18.19187 0.02 -0.12 0.12 0.313
H 10.86456 5.41313 15.76775 -0.26 -0.07 0.06 0.417
H 13.07867 8.31698 15.49752 0.07 -0.10 0.09 -0.079
H 11.51562 11.38228 16.72371 -0.07 0.24 0.14 0.570
H 22.63303 14.12884 14.52519 0.26 0.24 0.07 0.491
H 18.17705 11.78301 7.98021 -0.22 -0.04 -0.28 0.470
H 19.45880 10.75389 16.23224 -0.21 -0.01 -0.39 0.603
H 22.36842 9.27025 13.31156 -0.48 0.22 -0.39 0.315
H 10.77602 8.19461 12.43370 -0.29 -0.31 -0.15 0.527
H 9.99794 11.27047 15.81541 0.07 0.17 -0.31 0.478
H 10.97004 6.25689 17.31305 0.64 -0.12 0.06 0.390
H 18.41080 13.35899 16.68138 0.24 0.15 0.00 0.680
H 13.51330 9.89086 8.70577 -0.14 0.11 0.40 0.261
H 17.51448 10.59815 9.08881 -0.48 -0.44 -0.41 0.151
H 15.37936 7.74075 14.23764 0.26 0.60 0.08 -0.212
H 16.75599 10.82861 16.22458 -0.10 0.07 -0.02 0.182
H 22.04983 14.60756 12.96855 -0.53 0.20 0.03 0.396
H 17.34075 15.66387 16.42686 -0.21 0.11 -0.20 0.423
H 15.73141 10.03913 7.72623 0.20 -0.03 -0.05 -0.507
H 9.74633 6.38250 13.86023 0.47 -0.41 0.56 0.473
H 17.32562 13.36407 18.77297 0.12 0.27 0.01 0.467
H 19.79598 9.01537 16.05274 -0.01 0.02 -0.09 0.294
H 15.30507 10.77741 14.22579 -0.44 -0.87 0.31 -1.070
H 8.39092 6.07790 16.11165 0.04 -0.04 0.32 0.379
H 23.90100 11.72440 13.33221 -0.45 0.19 0.67 0.230
H 10.08570 9.53540 17.88514 -0.01 -0.01 0.65 0.411
H 13.77292 13.80860 8.42899 -0.07 -0.02 -0.22 0.436
H 16.70512 6.31452 7.91870 -0.74 0.19 -0.13 0.376
H 15.26949 10.00098 12.65562 0.07 0.92 -0.75 -0.240
H 13.10536 14.12311 9.94380 0.04 -0.54 0.56 0.209
H 13.74011 14.90053 13.61421 0.01 0.41 0.47 0.553
H 20.96231 14.45309 14.46830 -0.45 -0.26 -0.60 0.267
H 19.09117 10.75232 11.75910 0.22 0.76 -0.71 -0.156
H 13.61596 16.23939 15.99505 -0.02 -0.20 -0.33 0.447
H 15.44147 6.52933 15.42688 0.32 -0.49 -0.07 0.468
H 13.82367 13.22039 13.89065 0.74 -0.31 -0.01 0.216
H 10.22692 10.07093 13.62272 -0.27 0.24 0.63 0.428
H 14.43253 6.32468 10.44527 0.04 0.36 0.10 0.305
H 16.80381 8.11700 7.70309 -0.19 -0.23 -0.16 0.262
H 17.10178 7.50737 16.48382 0.09 0.10 0.09 0.236
H 12.75951 14.05216 14.87185 -0.27 0.58 0.00 0.510
H 11.94387 10.01263 13.51611 0.12 0.03 -0.21 0.107
H 17.70680 12.94289 15.15161 -0.08 -0.40 -0.02 -1.131
H 17.79884 7.22616 8.80556 0.14 0.23 0.28 0.300
H 13.78404 10.40167 6.29862 -0.13 -0.04 0.09 0.480
H 17.93679 12.07663 9.65077 -0.49 0.91 0.06 0.487
H 21.81202 11.89389 16.39075 0.63 0.31 0.63 0.369
H 13.54656 10.51170 11.13399 0.12 0.05 0.07 0.167
H 20.71625 12.81188 11.60468 0.01 0.24 -0.08 0.529
H 18.81673 10.79845 14.17507 0.03 0.30 -0.23 -1.048
H 12.28034 11.14175 8.23742 -0.25 -0.66 0.16 0.562
H 15.07869 16.13339 16.90599 0.38 -0.10 -0.25 0.331
H 15.59842 13.24140 18.89586 -0.19 0.25 0.07 0.379
H 15.71729 11.00417 17.67869 -0.02 -0.14 -0.20 0.420
H 16.97908 8.78302 11.03125 -0.11 0.16 -0.50 0.022
H 17.12804 7.04019 11.12301 0.19 -0.09 -0.21 0.430
H 8.82043 7.72951 14.10065 0.15 0.92 -0.29 0.420
H 16.51472 12.42108 13.75760 -0.36 -0.49 0.48 -0.929
H 16.20660 14.53963 13.75809 -0.11 -0.63 0.15 0.169
H 23.28398 12.89876 12.18766 0.53 -0.07 -0.35 0.468
H 13.53414 9.93770 15.17539 -0.14 0.32 -0.06 -1.008
H 15.36648 13.54106 6.90021 -0.31 0.34 0.22 0.401
H 13.63086 12.03070 15.96700 -0.22 -0.35 0.07 0.082
H 19.68081 12.95799 13.02343 -0.20 -0.03 -0.05 -0.286
H 18.19685 15.11349 14.94815 -0.12 0.70 -0.09 0.469
H 15.94591 12.34378 11.25131 0.23 0.14 0.65 0.263
H 19.29390 9.33184 13.34281 0.10 -0.58 0.93 0.668
H 16.13640 11.20397 6.42763 0.31 -0.17 0.04 0.535
H 12.11883 13.40276 8.69216 -0.20 -0.50 0.18 0.379
H 11.57360 11.68128 14.98603 -0.28 0.38 0.01 0.178
H 12.14805 6.54542 15.94524 -0.04 0.30 0.32 0.176
H 20.83417 10.38327 11.89830 -0.17 -0.33 -0.20 0.417
H 21.31813 8.21674 14.24508 0.11 -0.12 0.10 0.411
H 7.96700 7.81158 16.12088 -0.02 -0.04 -0.01 0.439
H 15.74265 7.79477 11.75820 -0.48 0.18 -0.14 0.097
H 17.43228 11.27626 17.81255 0.18 -0.04 -0.13 0.471
H 8.86952 7.18123 17.50601 -0.50 -0.50 0.13 0.451
H 13.23000 12.23992 11.58095 0.39 -0.17 0.20 0.099
H 15.98601 15.98050 14.64480 -1.36 0.19 -0.59 0.564
H 12.03870 11.34649 10.73506 -0.11 -0.17 -0.23 0.556
H 16.81060 6.72422 14.20169 -0.20 -0.46 0.05 0.274
H 13.14172 9.46754 16.82487 -0.31 0.07 0.03 0.405
H 16.61013 9.76338 13.69062 0.84 0.44 -0.08 -0.071
```
Positions in Å, forces in eV/Å.